Here is 3 unconnected molecules or ions with the total composition C32H70N3O11S2 in a non-equilibrium geometry from the Open Molecules 2025 dataset. Energies are from ωB97M-V with the def2-TZVPD basis set.

Structure (XYZ):
```
118
C32H70N3O11S2 (ωB97M-V with the def2-TZVPD basis set)
C -5.395 -1.180 -2.277
C -5.826 0.284 -2.432
C -4.792 1.243 -1.834
C -4.521 0.868 -0.372
C -3.892 2.074 0.343
C -3.444 1.809 1.759
N -2.205 0.942 1.911
C -2.590 -0.411 2.450
C -1.445 -1.429 2.400
C -1.622 -2.609 1.408
C -2.493 -2.384 0.216
N -2.089 -2.527 -0.965
C -0.097 -0.682 2.293
C 1.047 -1.639 2.457
O 2.245 -0.920 2.677
C 3.299 -1.704 3.193
O 4.392 -1.638 2.336
C 5.181 -0.465 2.530
C 5.970 -0.226 1.266
O 5.260 0.691 0.424
C 0.043 0.258 1.072
C 0.521 -0.417 -0.229
C 2.022 -0.659 -0.374
C 2.355 -0.973 -1.867
C 2.747 -2.443 -2.110
N 1.778 -3.065 -3.028
C 0.931 1.446 1.422
O 0.197 2.428 2.153
C 0.461 3.764 1.754
C 1.598 4.353 2.570
O 2.824 3.708 2.364
C 3.456 3.999 1.123
C 4.787 4.730 1.316
C -1.341 0.849 0.730
H -5.483 -1.528 -1.254
H -6.067 -1.792 -2.869
H -4.398 -1.311 -2.691
H -6.788 0.404 -1.948
H -5.910 0.493 -3.495
H -5.211 2.243 -1.836
H -3.840 1.214 -2.358
H -3.921 -0.029 -0.265
H -5.479 0.719 0.122
H -4.694 2.800 0.427
H -3.138 2.558 -0.267
H -3.210 2.764 2.219
H -4.228 1.367 2.361
H -1.659 1.372 2.660
H -2.808 -0.222 3.496
H -3.521 -0.746 2.016
H -1.414 -1.881 3.384
H -2.074 -3.436 1.954
H -0.680 -2.994 1.041
H -3.538 -2.123 0.408
H -2.835 -2.355 -1.636
H -0.078 -0.038 3.179
H 1.165 -2.322 1.620
H 0.840 -2.267 3.329
H 2.998 -2.744 3.220
H 3.542 -1.344 4.193
H 4.528 0.390 2.690
H 5.865 -0.568 3.374
H 6.976 0.126 1.478
H 6.020 -1.185 0.752
H 5.363 0.369 -0.483
H 0.175 0.196 -1.062
H 0.027 -1.379 -0.312
H 2.340 -1.512 0.203
H 2.642 0.182 -0.079
H 1.513 -0.681 -2.483
H 3.214 -0.368 -2.134
H 3.723 -2.464 -2.579
H 2.842 -2.987 -1.167
H 0.898 -3.192 -2.542
H 2.139 -3.957 -3.345
H 1.353 1.843 0.500
H 1.783 1.136 2.016
H -0.428 4.363 1.945
H 0.663 3.850 0.687
H 1.658 5.419 2.322
H 1.302 4.292 3.611
H 2.810 4.577 0.467
H 3.633 3.050 0.622
H 5.570 4.160 0.833
H 4.753 5.703 0.841
H 5.000 4.844 2.371
H -1.191 1.819 0.281
H -1.792 0.231 -0.036
O 2.663 -6.044 3.621
S 2.814 -5.741 2.231
O 2.037 -4.691 1.632
O 2.620 -7.074 1.389
C 1.421 -7.846 1.611
C 0.206 -7.233 0.942
C 4.513 -5.478 1.857
H 1.262 -7.983 2.681
H 1.624 -8.826 1.185
H -0.067 -6.287 1.409
H -0.645 -7.909 1.020
H 0.406 -7.034 -0.111
H 5.093 -6.294 2.280
H 4.801 -4.530 2.309
H 4.629 -5.430 0.778
O -4.815 4.670 -5.968
S -3.805 4.141 -5.108
O -3.907 4.261 -3.683
O -2.387 4.694 -5.573
C -2.231 6.123 -5.700
C -2.073 6.810 -4.358
C -3.528 2.450 -5.516
H -3.068 6.538 -6.264
H -1.334 6.265 -6.299
H -2.990 6.753 -3.773
H -1.827 7.862 -4.503
H -1.282 6.337 -3.776
H -3.408 2.365 -6.593
H -4.401 1.893 -5.185
H -2.639 2.104 -4.995
```

Output
LUMO   -2.0 eV
Net charge   +1
Gap between HOMO and LUMO   8.90 eV
E   -82974.0688 eV
2S+1   1